22
Properties=species:S:1:pos:R:3:forces:R:3:nbo_charge:R:1 method="wB97M-V/def2-TZVPD" e_homo_ev=-8.24 orbital_gap_ev=9.243 spin_multiplicity=1 smiles=CNC[C@H](CO)NC
C -0.646572 -2.664074 0.705397 1.5997 3.8351 5.0181 -0.398
N 0.117261 -1.418455 0.516434 2.6437 0.0914 0.2106 -0.653
C -0.481209 -0.134667 0.420442 -2.1347 0.0919 -3.4968 -0.075
C -1.261366 0.521770 1.616486 -1.4139 -0.9997 -0.4684 -0.115
O -2.450047 1.117446 1.024383 0.7166 1.8555 0.0707 -0.736
C 0.530870 0.837809 -0.303080 -1.2765 3.1713 4.0593 -0.186
N 0.589320 0.823777 -1.711859 2.9189 0.0656 -1.0944 -0.636
C 2.065001 1.291988 -2.219072 -2.8541 -2.4110 0.9442 -0.415
H -0.602596 -2.704397 1.883922 -1.9112 -0.7622 -2.0125 0.176
H -0.119238 -3.467586 0.436860 2.7009 -2.9641 -1.2394 0.189
H -1.471978 -2.720750 0.082093 -2.3328 0.4896 -0.2810 0.210
H 0.985055 -1.297402 1.119690 -1.5780 -0.9710 -0.9617 0.351
H -1.282994 -0.261175 -0.460231 1.0621 0.3586 2.0699 0.194
H -1.886852 -0.137127 2.295270 2.2122 -0.2065 -0.2508 0.201
H -0.586217 1.220113 2.150462 -0.6485 -0.2011 -0.0654 0.174
H -2.428754 2.070958 1.216582 -0.1586 -0.4985 -0.2958 0.468
H 0.094805 1.952398 0.020564 1.1264 -2.3503 -0.6489 0.146
H 1.532145 0.803703 0.268385 -1.0327 -0.2432 -0.9233 0.155
H 0.353361 -0.088285 -2.088798 0.4239 -0.0882 0.1627 0.362
H 2.848694 1.278291 -1.426227 -0.5883 -0.7432 -0.6010 0.188
H 1.881065 2.294648 -2.415988 0.0365 1.8376 -0.8749 0.195
H 2.220247 0.681016 -3.131712 0.4885 0.6426 0.6789 0.205

---

22
Properties=species:S:1:pos:R:3:forces:R:3:nbo_charge:R:1 method="wB97M-V/def2-TZVPD" e_homo_ev=-9.38 orbital_gap_ev=10.317 spin_multiplicity=1 smiles="C=CC[C@H](N)CN.O"
N 1.231298 0.505523 1.770401 0.9204 -0.6050 -0.7370 -0.831
C 0.608452 0.430683 0.430837 0.6163 1.1026 0.4919 -0.065
C -0.867174 0.086563 0.591243 -0.4683 -0.2527 1.2840 -0.487
C -1.156678 -1.371799 0.857651 1.4751 -1.5541 -0.2626 -0.189
C -0.221402 -2.316927 1.056505 -1.7465 -0.4755 0.0508 -0.420
C 0.839377 1.796465 -0.236495 -1.0065 2.0705 0.1005 -0.222
N 0.228253 1.830174 -1.587150 1.1684 -0.4284 -0.4892 -0.860
H 2.234401 0.431767 1.533804 -0.4506 0.1097 0.9065 0.348
H 0.994095 -0.340127 2.297851 0.1889 0.3601 -0.1896 0.361
H 1.217312 -0.185137 -0.260435 -0.8915 -0.7565 0.3026 0.174
H -1.336444 0.384095 -0.329521 -0.7192 0.4329 -0.1627 0.241
H -1.319441 0.618512 1.507734 0.7409 -0.1126 -1.5855 0.239
H -2.123835 -1.889127 0.820656 -0.2243 1.3216 -0.0897 0.222
H 0.831981 -2.227301 1.148454 0.7658 0.3946 -0.1025 0.187
H -0.627970 -3.331131 1.158972 0.4947 0.2727 0.0714 0.197
H 1.915955 2.115219 -0.179727 -0.7201 -0.7343 -0.4299 0.188
H 0.354624 2.640497 0.310551 0.1387 -0.8691 0.2293 0.190
H 0.885833 2.021077 -2.334572 0.3524 -0.4763 0.1975 0.360
H -0.437581 2.556980 -1.748023 -0.6082 0.3754 0.6438 0.364
H -1.114575 -1.039340 -1.517620 -0.0511 -0.0728 -0.1983 0.470
H -0.684177 -1.525379 -2.882080 -0.0474 0.0263 -0.0817 0.465
O -1.452306 -1.191287 -2.409034 0.0723 -0.1290 0.0501 -0.935

---

22
Properties=species:S:1:pos:R:3:forces:R:3:nbo_charge:R:1 method="wB97M-V/def2-TZVPD" e_homo_ev=-4.87 orbital_gap_ev=5.550 spin_multiplicity=1
C -1.517130 -0.158170 0.313841 0.5860 -1.7077 0.0156 0.006
C -1.214614 0.591191 -0.900152 1.6600 -0.9873 0.4235 -0.231
C 0.925796 -1.223960 -0.619067 0.2319 1.5840 -1.2981 -0.138
C 1.361171 1.463846 -0.454414 -0.0593 0.1322 0.4175 -0.442
C 1.281772 -1.560319 0.801038 -0.1861 0.0266 0.1580 -0.656
N 0.469161 0.506081 -1.115029 -1.6823 -1.8921 1.0454 -0.432
N -0.997747 0.395564 1.509320 0.5848 1.2854 -0.1960 -0.911
O -2.838573 -0.630559 0.437254 -0.4221 -0.2631 -0.5427 -0.746
H -3.481393 0.085344 0.571335 -0.0401 0.3536 0.0684 0.411
H 0.613822 0.567890 -2.121402 0.1010 -0.2544 0.0565 0.385
H -1.203865 1.399159 1.606139 -0.3092 0.0581 0.5004 0.296
H -1.222940 -0.108493 2.355987 -0.1204 0.0294 -0.2429 0.378
H -1.573232 1.626839 -0.952947 0.8500 0.8701 -0.0965 0.144
H -1.538455 0.068131 -1.793464 -0.4176 -0.0233 0.0442 0.204
H 1.816052 -1.217606 -1.256041 -0.0038 -0.0074 0.0377 0.163
H 0.165844 -1.863032 -1.049304 -0.2493 0.3390 0.0700 0.230
H 1.184188 1.413970 0.617635 -0.1085 0.0194 -0.0169 0.242
H 2.404683 1.195188 -0.641535 -0.1279 -0.0095 -0.1178 0.203
H 1.189621 2.485722 -0.798323 -0.0561 -0.1364 -0.0636 0.211
H 2.053810 -2.341269 0.819687 0.0913 0.1630 -0.3836 0.215
H 0.423924 -1.982495 1.321148 -0.0768 0.4471 0.0499 0.240
H 1.698106 -0.713023 1.348293 -0.2456 -0.0265 0.0712 0.227

---

22
Properties=species:S:1:pos:R:3:forces:R:3:nbo_charge:R:1 method="wB97M-V/def2-TZVPD" e_homo_ev=-9.07 orbital_gap_ev=9.824 spin_multiplicity=1
C -0.425414 -0.742489 -0.194128 0.5716 1.0921 1.5210 -0.272
C -1.932604 -0.901703 -0.356710 0.1989 0.1100 0.1218 -0.607
C 0.153331 -1.860662 0.674313 -0.1217 -0.0093 -0.2083 -0.602
C 0.269463 -0.713136 -1.548828 -0.0792 -0.0299 0.0864 -0.607
H -0.203724 0.216125 0.479522 -0.8516 -2.8708 -2.3013 0.245
H -0.166406 0.037138 -2.206711 0.1348 0.2234 -0.0067 0.203
H 1.338270 -0.539100 -1.438788 0.0498 0.1715 -0.0625 0.208
H -2.429340 -0.879691 0.613232 -0.0964 0.0015 0.0494 0.201
H -2.183222 -1.849401 -0.838244 0.0168 -0.0618 -0.0422 0.200
H -2.341602 -0.100919 -0.971885 -0.1063 0.0798 -0.0492 0.198
H 1.220708 -1.702980 0.825773 0.1042 -0.0505 0.0101 0.203
H 0.013507 -2.838643 0.208121 0.0053 -0.1072 0.0224 0.194
H -0.324368 -1.873810 1.654004 -0.0413 -0.0593 0.0762 0.199
H 0.157033 -1.666688 -2.070084 -0.0850 -0.1754 0.0780 0.194
N -0.007507 1.686228 1.471130 0.4274 0.9070 0.4215 -0.845
C 0.265984 2.132872 0.182543 0.5088 0.4842 0.9939 0.197
O 2.459712 1.678921 0.450288 -0.7753 0.1624 0.1001 -0.610
N 1.405616 2.160420 -0.376579 0.3610 -0.2047 -0.5077 -0.190
H 3.218172 1.674073 -0.145146 -0.2264 0.0955 0.0035 0.485
H -0.733548 2.154433 1.994084 0.0412 0.0033 -0.2523 0.398
H 0.820588 1.493945 2.018063 -0.0315 0.0957 -0.0060 0.406
H -0.574651 2.435068 -0.423971 -0.0052 0.1426 -0.0481 0.201

---

22
Properties=species:S:1:pos:R:3:forces:R:3:nbo_charge:R:1 method="wB97M-V/def2-TZVPD" e_homo_ev=-7.19 orbital_gap_ev=7.703 spin_multiplicity=1
C 1.544074 0.728809 -1.432468 0.2094 -0.1468 0.1812 -0.419
C 1.434336 -0.731289 -1.862093 -0.0293 0.1027 0.0749 -0.608
C 1.489639 0.869485 0.075124 -0.3374 -0.3823 -0.7009 0.045
C 1.097181 2.130344 0.675422 -0.9582 -1.6940 -0.1180 -0.081
H 2.484460 1.158834 -1.784626 0.0460 0.0255 -0.0368 0.208
H 0.729344 1.307585 -1.875012 0.0259 0.0586 0.1132 0.211
H 2.220146 0.265951 0.615661 -0.0022 0.0576 -0.0428 0.192
H 1.486820 -0.825169 -2.946224 0.0412 -0.0293 0.0167 0.216
H 2.230155 -1.330902 -1.416755 0.0257 -0.0080 -0.0674 0.205
H 0.482361 -1.144432 -1.533174 -0.0378 -0.0409 0.0054 0.213
H 0.694895 2.923994 0.056925 -0.2135 -0.2683 0.0280 0.208
H 1.472978 2.410338 1.652260 -0.4211 -0.3044 0.0985 0.211
C -2.510352 -0.556998 1.845502 0.5905 0.1036 -0.1670 -0.421
N -1.400279 -1.267267 1.237953 3.2506 2.0894 0.8473 -0.490
N -1.801435 -1.731573 -0.008529 -0.3475 -0.3590 -1.1105 -0.681
O 0.149479 0.714794 0.604219 2.4067 3.7829 -0.0421 -0.571
H -0.417254 -0.436826 1.127167 -3.9011 -3.2381 0.7188 0.383
H -1.127018 -2.397052 -0.370426 -0.1012 0.0828 0.1380 0.343
H -1.909321 -0.978527 -0.691397 0.0755 0.0108 -0.0469 0.306
H -3.383093 -1.208345 1.928792 0.0417 0.0298 -0.0803 0.195
H -2.766364 0.341289 1.261309 -0.2971 0.0359 0.0824 0.146
H -2.200750 -0.243042 2.840369 -0.0666 0.0915 0.1080 0.189

---

22
Properties=species:S:1:pos:R:3:forces:R:3:nbo_charge:R:1 method="wB97M-V/def2-TZVPD" e_homo_ev=-7.94 orbital_gap_ev=8.697 spin_multiplicity=1 smiles="C[C@H](N)C/C=C/N.O"
C 1.064602 -0.079545 1.400464 -0.2874 -1.5523 -0.5237 -0.620
C 0.022934 -0.564990 0.370324 0.9467 0.5116 -0.2410 -0.030
C 0.551715 -0.351289 -1.066489 -1.0369 -0.3224 -0.4085 -0.431
C 1.020056 1.031597 -1.403651 -0.0186 -0.1073 0.7405 -0.294
C 0.269986 2.122613 -1.547961 0.1565 -0.2064 -0.0042 0.005
N 0.788231 3.401508 -1.778835 -0.0924 0.3404 0.1719 -0.812
N -0.177633 -1.999242 0.553984 0.1046 0.0679 0.0190 -0.845
H 1.167832 0.990779 1.450511 -0.0223 0.2718 0.1396 0.221
H 2.009804 -0.551158 1.105500 0.1034 0.3283 0.0238 0.205
H 0.824754 -0.557292 2.354715 -0.0629 0.6016 0.2597 0.194
H -0.906661 0.012352 0.440552 -0.0093 -0.0143 0.3080 0.164
H 1.315360 -1.108668 -1.257884 0.1459 0.1973 0.1220 0.217
H -0.287445 -0.648435 -1.710402 0.1087 0.0934 -0.1443 0.201
H 2.089012 1.159151 -1.301671 0.2604 0.2290 -0.2567 0.186
H -0.819036 2.091825 -1.531902 0.1465 -0.1245 -0.1201 0.185
H 1.763595 3.510080 -1.520525 -0.2112 -0.0870 -0.0763 0.368
H 0.228091 4.131803 -1.357799 0.1234 -0.0378 -0.1373 0.369
H -0.048258 -2.239270 1.527265 -0.2594 -0.0939 0.0001 0.350
H -1.107114 -2.273558 0.268815 -0.0424 -0.0518 0.1046 0.367
H -2.424098 -3.513489 2.132517 0.0607 -0.0037 0.2341 0.471
H -2.630860 -2.370717 3.164219 0.1230 -0.1635 0.0321 0.473
O -2.893234 -2.691534 2.298010 -0.2370 0.1236 -0.2432 -0.943

---

22
Properties=species:S:1:pos:R:3:forces:R:3:nbo_charge:R:1 method="wB97M-V/def2-TZVPD" e_homo_ev=-9.54 orbital_gap_ev=10.428 spin_multiplicity=1 smiles="CC(=O)NN.CCC"
C 0.376268 -1.479617 1.194709 -0.5342 -0.6854 -1.6026 -0.385
C -0.616410 -0.712648 2.029182 -0.5835 1.0530 -0.6947 -0.642
C -0.232108 -1.974983 -0.188585 0.7129 -0.0820 1.3433 -0.602
H 0.711891 -2.375842 1.719699 0.1889 0.0680 0.0392 0.195
H 1.250365 -0.872622 0.958631 0.1397 0.0175 0.1050 0.178
H -1.062581 0.108652 1.402887 0.3814 -0.8294 0.8577 0.249
H -0.140985 -0.252885 2.894555 -0.0283 -0.0345 0.1670 0.198
H -1.428954 -1.352257 2.365960 -0.0547 -0.0870 0.1116 0.202
H -1.062950 -2.650590 0.005765 -0.0785 -0.0729 -0.0223 0.203
H 0.537296 -2.524437 -0.731571 -0.0365 -0.0831 -0.0633 0.200
H -0.593496 -1.186969 -0.832929 -0.0810 0.3321 0.0849 0.195
C -0.538140 0.976132 -2.410323 0.0239 -0.0732 0.0174 -0.717
N 0.978278 1.500653 -0.618612 0.4171 0.1354 0.3498 -0.467
C -0.316956 1.316697 -0.956715 -0.5366 -0.0370 0.4519 0.658
N 1.356634 2.046262 0.627804 -0.0286 -0.1862 0.0188 -0.643
O -1.217397 1.427639 -0.127702 0.4039 0.3251 -0.8423 -0.643
H 1.717729 1.456026 -1.302389 -0.2039 0.1597 0.0247 0.389
H 0.562859 2.587922 0.972316 0.1380 -0.1481 -0.1466 0.372
H 1.495327 1.282651 1.291832 -0.1706 0.1605 -0.1753 0.352
H -0.343364 1.857836 -3.026032 -0.0379 -0.1009 0.0060 0.235
H 0.132189 0.169398 -2.719090 -0.0172 0.1186 -0.0444 0.227
H -1.565493 0.652980 -2.549390 -0.0141 0.0498 0.0143 0.246

---

22
Properties=species:S:1:pos:R:3:forces:R:3:nbo_charge:R:1 method="wB97M-V/def2-TZVPD" e_homo_ev=-8.54 orbital_gap_ev=9.518 spin_multiplicity=1 smiles=CC[C@H](C)N(O)NC
C 0.250543 0.091976 -0.445866 0.6805 -2.7351 -2.4631 -0.069
C 0.050172 -1.108191 -1.591642 0.6394 1.5726 0.9552 -0.383
C -0.018091 1.901088 1.925413 0.3646 0.0778 -0.3889 -0.433
C 1.751385 0.285638 -0.229739 0.3586 -0.0700 0.0797 -0.644
C -1.391936 -1.466081 -1.896056 -0.1301 -0.1145 0.1666 -0.614
N -0.540367 -0.348835 0.669021 -2.4141 3.6107 0.9160 -0.024
N -0.952645 0.875921 1.524360 0.6298 -2.7057 0.2898 -0.548
O 0.153250 -1.337663 1.421570 0.0365 1.0499 0.6225 -0.587
H -0.229990 -1.176058 2.300461 0.0810 -0.3158 -0.1590 0.480
H -1.909987 1.191203 1.375797 0.5880 -0.7114 -0.4701 0.380
H -0.197868 0.965320 -0.926581 -0.1931 0.0008 0.5705 0.207
H 0.607969 -1.996235 -1.279228 0.0042 0.1696 0.0859 0.203
H 0.528514 -0.718601 -2.497199 0.0623 -0.0748 0.0817 0.190
H 0.880653 1.468063 2.381491 -0.2417 0.0109 -0.0868 0.199
H 0.291474 2.528612 1.083026 0.1964 0.1612 0.0283 0.165
H -0.473007 2.558746 2.676061 -0.1089 -0.2590 -0.1415 0.210
H 2.233508 0.584758 -1.165272 -0.1683 -0.0031 0.0214 0.214
H 2.009539 1.036186 0.516726 -0.1712 0.0776 -0.0622 0.209
H 2.243721 -0.636014 0.097239 -0.2664 0.0231 -0.0896 0.223
H -1.450105 -2.077785 -2.803452 0.0320 0.1151 0.0909 0.207
H -1.834309 -2.050535 -1.084080 0.0083 0.2004 -0.0653 0.216
H -2.002422 -0.571513 -2.052048 0.0121 -0.0802 0.0181 0.198